Density functional theory data (the ωB97M-V functional and the def2-TZVPD basis) for a structure of composition CF4GdO3P.

Atoms and positions in Å:
1 O -2.122 -2.152 0.042
2 F 0.283 0.928 1.005
3 F 1.541 0.911 -0.923
4 Gd -1.591 2.033 -0.104
5 P 0.925 -0.284 -0.044
6 O -0.010 -1.736 0.826
7 F 2.138 -0.418 0.974
8 F 1.552 -1.353 -1.081
9 O -0.661 -0.326 -0.705
10 C -1.084 -1.590 0.101

Computed properties:
HOMO-LUMO gap (spin up / spin down) = 0.319 / 0.314 Ha
Multiplicity = 9
E_tot = -1770.19559 a.u.
Total charge = +1
Expectation value of S² = 20.0222
Maximum force = 3.9 eV Å⁻¹